# C14H22N3O3

The ion C14H22N3O3 with charge +1 in a non-equilibrium geometry (ωB97M-V/def2-TZVPD, the OMol25 dataset).

Results
- Net charge: +1
- ΔE to the lowest compared entry with this formula, charge and spin: 0.0000 eV
- E_LUMO: -0.129 Ha
- Highest occupied orbital energy: -11.6484 eV

Atoms and positions in Å:
C -5.89 -0.75 -0.13
C -4.48 -0.27 -0.01
C -4.18 1.09 -0.08
C -2.89 1.56 0.03
C -1.82 0.69 0.24
O -0.53 1.05 0.36
C -0.10 2.36 0.05
C 1.40 2.42 0.39
N 2.03 1.15 0.13
C 3.28 0.90 0.82
C 3.41 -0.63 0.99
N 2.57 -1.30 -0.02
C 2.81 -2.75 -0.07
C 2.75 -0.64 -1.33
C 2.14 0.77 -1.26
C -2.11 -0.69 0.28
N -1.08 -1.65 0.39
O -1.30 -2.79 0.04
O 0.02 -1.29 0.81
C -3.42 -1.15 0.15
H -5.94 -1.83 -0.12
H -6.34 -0.38 -1.04
H -6.48 -0.37 0.71
H -4.98 1.80 -0.22
H -2.71 2.63 -0.03
H -0.29 2.57 -1.01
H -0.63 3.11 0.65
H 1.85 3.26 -0.17
H 1.50 2.62 1.46
H 4.14 1.30 0.27
H 3.26 1.37 1.80
H 3.05 -0.93 1.98
H 4.44 -0.95 0.87
H 1.57 -1.15 0.27
H 2.67 -3.17 0.93
H 2.09 -3.22 -0.74
H 3.82 -2.95 -0.41
H 2.26 -1.23 -2.10
H 3.82 -0.60 -1.55
H 2.76 1.47 -1.84
H 1.14 0.77 -1.69
H -3.59 -2.22 0.19

For reference, the Mulliken charges in units of e are:
1 C -1.50
2 C 0.62
3 C -0.82
4 C -0.59
5 C 1.25
6 O -0.22
7 C -0.84
8 C -1.06
9 N 0.21
10 C -0.69
11 C -0.70
12 N 0.21
13 C -0.94
14 C -0.67
15 C -0.71
16 C -0.03
17 N 0.97
18 O -0.60
19 O -0.71
20 C -0.69
21 H 0.35
22 H 0.37
23 H 0.34
24 H 0.43
25 H 0.36
26 H 0.54
27 H 0.49
28 H 0.29
29 H 0.47
30 H 0.36
31 H 0.36
32 H 0.46
33 H 0.38
34 H 0.14
35 H 0.35
36 H 0.35
37 H 0.42
38 H 0.39
39 H 0.37
40 H 0.42
41 H 0.42
42 H 0.44